(1)
{
  "formula": "C24H60IN2O7S7",
  "method": "ωB97M-V/def2-TZVPD",
  "e_lumo_ev": -2.70,
  "homo_ev": -9.9,
  "e_tot_ha": -4671.244373,
  "total_charge": 1,
  "species": ["C", "C", "C", "C", "C", "C", "N", "C", "C", "I", "C", "C", "N", "H", "H", "H", "H", "H", "H", "H", "H", "H", "H", "H", "H", "H", "H", "H", "H", "H", "H", "C", "S", "O", "C", "H", "H", "H", "H", "H", "H", "C", "S", "O", "C", "H", "H", "H", "H", "H", "H", "C", "S", "O", "C", "H", "H", "H", "H", "H", "H", "C", "S", "O", "C", "H", "H", "H", "H", "H", "H", "C", "S", "O", "C", "H", "H", "H", "H", "H", "H", "C", "S", "O", "C", "H", "H", "H", "H", "H", "H", "C", "S", "O", "C", "H", "H", "H", "H", "H", "H"],
  "xyz": [[2.907628, 5.876129, 0.705908], [1.722559, 6.825455, 0.914960], [1.108042, 7.240175, -0.424959], [-0.139366, 6.435019, -0.901893], [-0.442370, 5.195803, -0.135875], [-1.464081, 4.925775, 0.708999], [-1.285734, 3.633147, 1.155257], [-0.199506, 3.098474, 0.610891], [0.313970, 1.721317, 0.829260], [0.863043, 1.503994, 2.883206], [1.420968, 1.333889, -0.145506], [2.776735, 2.029921, 0.082131], [0.322478, 4.041360, -0.175034], [3.782502, 6.502350, 0.548751], [3.122689, 5.238585, 1.562446], [2.807038, 5.281919, -0.205011], [0.980575, 6.444733, 1.618264], [2.126607, 7.730156, 1.373473], [0.816875, 8.289415, -0.382867], [1.892834, 7.143536, -1.176041], [-0.009539, 6.172145, -1.954208], [-1.030803, 7.059161, -0.865420], [-2.290934, 5.540995, 1.020215], [-1.884691, 3.163111, 1.818913], [-0.529449, 1.049784, 0.666513], [1.558308, 0.258300, -0.108307], [1.037736, 1.557118, -1.144089], [2.695230, 2.870938, 0.774502], [3.143438, 2.456468, -0.853602], [3.524094, 1.336276, 0.452880], [1.164570, 3.936563, -0.720732], [-3.980087, 2.856632, 4.882079], [-4.283312, 3.403555, 3.200926], [-4.491249, 4.871277, 3.234442], [-5.882595, 2.620255, 3.007579], [-3.032214, 3.283154, 5.203601], [-4.784396, 3.216119, 5.522923], [-3.922963, 1.768476, 4.905240], [-6.551364, 2.990964, 3.783409], [-5.768288, 1.538802, 3.076578], [-6.266757, 2.888849, 2.026124], [-0.762827, -1.882048, -3.116332], [1.022787, -1.828304, -3.208757], [1.465808, -0.955497, -2.068147], [1.140970, -0.829793, -4.687768], [-1.027312, -2.450551, -2.227807], [-1.159026, -0.867271, -3.047108], [-1.160991, -2.395987, -3.990354], [0.614691, 0.112925, -4.534038], [0.712579, -1.383955, -5.521735], [2.196925, -0.650195, -4.875870], [-1.356884, -7.118576, -1.504561], [-2.603065, -6.025363, -2.177279], [-1.953499, -5.209420, -3.244411], [-2.718203, -4.969382, -0.733321], [-1.093146, -7.838610, -2.277349], [-0.481724, -6.540366, -1.214751], [-1.764689, -7.634570, -0.637368], [-1.732950, -4.544053, -0.535175], [-3.074614, -5.547899, 0.116501], [-3.436860, -4.184346, -0.961598], [-4.424380, -8.418945, 2.495555], [-4.885799, -7.915983, 0.835958], [-5.152154, -6.451893, 0.898736], [-6.480199, -8.736135, 0.809998], [-3.458118, -7.966766, 2.710668], [-5.174177, -8.063884, 3.202424], [-4.337642, -9.504578, 2.534802], [-7.091067, -8.362563, 1.631345], [-6.333216, -9.812649, 0.893383], [-6.952101, -8.502313, -0.141604], [4.329333, 9.759996, -0.525544], [5.314501, 8.778882, -1.664431], [5.643056, 7.509486, -0.960007], [6.768652, 9.826485, -1.614172], [3.375073, 9.252332, -0.397529], [4.846004, 9.831182, 0.431710], [4.163054, 10.750589, -0.948048], [7.125448, 9.905780, -0.587471], [6.516273, 10.808242, -2.013722], [7.528394, 9.359705, -2.236813], [0.058425, -4.321690, 2.313536], [0.055054, -6.090031, 2.632924], [-0.580032, -6.729145, 1.448361], [-1.192744, -6.047318, 3.923455], [0.747285, -4.138385, 1.491031], [-0.947156, -4.004338, 2.036363], [0.400889, -3.794549, 3.204064], [-2.107088, -5.604195, 3.527109], [-0.818920, -5.473593, 4.771239], [-1.377296, -7.074147, 4.232538], [3.820796, -4.315989, -2.120583], [4.394186, -4.423478, -3.820939], [3.298809, -3.877299, -4.662373], [4.293383, -6.211438, -3.945049], [3.758319, -3.260127, -1.862286], [2.834194, -4.774133, -2.047300], [4.532990, -4.817384, -1.464955], [3.272419, -6.529418, -3.734838], [4.994625, -6.663464, -3.243701], [4.564733, -6.483687, -4.962535]],
  "atomic_forces_ev_per_a": [[0.08, 0.33, 0.13], [0.24, 0.20, -0.02], [-0.24, -0.08, 0.11], [0.31, -0.03, -0.16], [-0.16, 0.12, -0.01], [0.00, 0.08, 0.00], [-0.16, -0.02, 0.05], [0.18, 0.15, 0.10], [-0.20, -0.04, -0.55], [0.01, -0.07, 0.18], [0.34, 0.21, 0.28], [-0.36, 0.37, -0.27], [0.01, 0.06, -0.11], [0.27, -0.18, -0.18], [-0.11, -0.10, -0.02], [-0.01, -0.18, 0.11], [-0.09, -0.08, -0.08], [-0.13, -0.04, 0.16], [0.00, 0.00, -0.11], [-0.03, 0.17, -0.10], [-0.07, -0.02, -0.01], [-0.01, -0.01, 0.10], [-0.02, -0.08, 0.08], [-0.14, -0.05, 0.07], [0.03, -0.07, 0.21], [-0.17, -0.04, -0.13], [0.01, -0.21, -0.06], [0.10, -0.11, 0.15], [0.14, -0.17, -0.02], [0.05, 0.05, 0.08], [0.06, -0.12, 0.07], [-0.01, 0.00, 0.05], [0.15, -0.19, 0.04], [0.07, 0.06, -0.09], [-0.05, 0.00, -0.03], [0.00, 0.02, -0.02], [0.00, 0.02, -0.01], [0.00, 0.00, -0.01], [0.01, 0.02, 0.00], [0.01, 0.00, 0.00], [0.01, 0.02, -0.01], [-0.16, 0.07, -0.06], [0.03, -0.24, 0.13], [-0.04, 0.12, -0.01], [0.00, 0.04, -0.06], [0.02, -0.06, -0.02], [0.07, 0.02, -0.02], [0.01, -0.08, 0.04], [-0.01, -0.01, 0.02], [0.02, -0.02, -0.01], [0.01, -0.04, 0.01], [0.10, -0.12, -0.09], [-0.12, 0.03, 0.00], [0.09, 0.08, 0.02], [0.03, 0.08, 0.07], [-0.05, 0.03, -0.04], [-0.01, 0.02, 0.03], [0.01, 0.02, 0.03], [0.01, -0.03, -0.04], [-0.04, 0.01, 0.00], [-0.01, -0.01, -0.02], [0.01, -0.06, 0.06], [0.07, -0.03, -0.04], [0.00, 0.05, 0.06], [-0.06, -0.02, 0.01], [0.01, 0.00, -0.04], [-0.01, 0.02, -0.03], [0.01, 0.00, 0.00], [0.02, 0.02, 0.00], [0.00, 0.00, -0.01], [0.02, 0.01, -0.01], [0.01, 0.06, 0.06], [-0.12, -0.01, -0.13], [-0.03, 0.03, 0.08], [0.09, -0.01, 0.07], [0.00, -0.01, -0.01], [0.01, -0.03, -0.01], [-0.02, 0.00, -0.01], [-0.01, -0.02, 0.00], [0.00, -0.01, -0.02], [0.00, -0.01, -0.01], [0.00, 0.08, 0.01], [0.03, 0.00, 0.01], [-0.07, 0.00, 0.03], [-0.05, 0.02, 0.04], [0.01, -0.02, 0.00], [-0.01, -0.04, 0.00], [0.01, 0.00, -0.01], [0.01, -0.01, -0.03], [0.00, -0.01, 0.01], [0.02, -0.01, 0.00], [0.01, -0.01, 0.09], [0.00, 0.00, 0.07], [-0.04, 0.11, -0.13], [0.00, -0.07, 0.01], [-0.01, 0.01, -0.02], [0.00, 0.00, -0.04], [0.00, 0.01, 0.00], [-0.01, 0.03, -0.01], [0.01, 0.00, -0.01], [0.00, 0.02, -0.01]],
  "mulliken_charge": [-1.014, -0.625, -0.493, -1.178, 0.105, -0.544, 0.209, 0.011, -0.289, 0.184, -0.676, -1.221, 0.250, 0.323, 0.257, 0.200, 0.438, 0.521, 0.380, 0.361, 0.326, 0.387, 0.499, -0.032, 0.569, 0.427, 0.269, 0.235, 0.326, 0.432, 0.365, -1.022, 0.628, -0.637, -1.053, 0.308, 0.391, 0.366, 0.360, 0.356, 0.329, -0.894, 0.590, -0.599, -1.093, 0.114, 0.331, 0.436, 0.369, 0.389, 0.328, -0.676, 0.433, -0.603, -0.432, 0.414, 0.114, 0.235, -0.003, 0.127, 0.395, -0.688, 0.670, -0.651, -1.083, -0.027, 0.354, 0.400, 0.307, 0.362, 0.358, -0.628, 0.489, -0.596, -0.960, -0.060, 0.306, 0.432, 0.306, 0.362, 0.346, -0.872, 0.379, -0.479, -0.957, 0.287, 0.238, 0.418, 0.276, 0.395, 0.313, -0.676, 0.448, -0.560, -0.913, 0.210, 0.112, 0.428, 0.267, 0.364, 0.324]
}

(2)
{
  "formula": "C9H13N2O",
  "method": "ωB97M-V/def2-TZVPD",
  "de_lowest_kcal_mol": 30.8,
  "e_lumo_ev": -2.99,
  "homo_ev": -13.0,
  "smiles": "CN(C=O)c1ccccc1C[NH3+]",
  "e_tot_ha": -535.237901,
  "total_charge": 1,
  "species": ["C", "C", "C", "C", "C", "C", "C", "C", "C", "N", "N", "O", "H", "H", "H", "H", "H", "H", "H", "H", "H", "H", "H", "H", "H"],
  "xyz": [[2.798070, 0.042063, -0.433200], [2.263412, -1.259964, -0.593718], [1.928566, 0.995673, 0.011759], [0.973157, -1.548465, -0.331314], [0.614692, 0.736929, 0.417533], [0.136707, -0.557628, 0.166660], [-0.158788, 2.026267, 0.765696], [-2.119220, -0.768606, -0.701891], [-1.398545, -2.347953, 0.981474], [-1.244847, -1.080164, 0.217571], [-0.912581, 2.570500, -0.431638], [-2.040923, 0.260929, -1.378404], [3.817465, 0.288425, -0.833842], [2.987977, -2.011468, -0.952030], [2.222124, 2.039393, 0.182568], [0.553668, -2.546485, -0.557282], [0.568427, 2.813038, 1.051802], [-3.019396, -1.399507, -0.754978], [-2.035744, -2.148873, 1.911512], [-1.783725, -3.078907, 0.375265], [-0.347140, -2.686619, 1.347820], [-1.241130, 1.693035, -0.999582], [-0.146970, 2.966790, -0.960804], [-1.613255, 3.120735, -0.110640], [-0.801999, 1.880867, 1.609653]],
  "atomic_forces_ev_per_a": [[0.20, -0.77, -1.13], [3.16, 0.32, -0.51], [0.23, 1.21, 1.06], [-0.59, -0.48, 0.01], [-0.65, 0.35, -1.07], [-1.39, -0.15, -0.30], [0.95, -0.90, 0.40], [-1.22, 1.57, -0.49], [1.88, 1.98, 3.37], [1.97, -0.74, 1.93], [3.52, -4.61, -0.90], [0.09, 0.21, -0.41], [-1.12, -0.30, 0.82], [-0.77, 0.21, 0.08], [0.40, -0.48, -0.34], [0.45, 0.77, 0.17], [-0.44, -0.57, -0.09], [0.27, -0.12, -0.09], [0.80, -0.48, -1.38], [-1.14, -1.84, -1.31], [-2.09, 0.63, -0.58], [-0.50, 0.64, 0.66], [-0.56, 0.98, -0.55], [-2.70, 2.61, 0.47], [-0.76, -0.03, 0.20]],
  "mulliken_charge": [-0.841, -0.658, -0.615, -0.213, 0.514, 0.742, -1.310, 0.084, -1.091, 0.143, -0.060, -0.722, 0.348, 0.340, 0.300, 0.493, 0.480, 0.382, 0.287, 0.485, 0.407, 0.388, 0.423, 0.291, 0.401]
}

Short version: HOMO-LUMO gap = 7.193 10.024 eV, in the order given.